44
Properties=species:S:1:pos:R:3:forces:R:3:mulliken_charge:R:1 method="wB97M-V/def2-TZVPD" homo_ha=-0.0703 charge=-1 lumo_ev=1.6 orbital_gap_ev=3.481
C 3.29749 3.24771 0.47758 0.0 0.7 0.7 -0.012
C 2.33413 2.54603 0.41034 0.0 -0.1 -0.7 -0.766
C 1.32014 1.57186 0.15567 0.0 0.4 -0.1 0.231
C 1.10923 0.62521 1.13113 0.1 -0.3 0.4 -1.001
C 0.11424 -0.35382 0.86978 -0.1 -0.5 0.2 0.819
C -0.11311 -1.42251 1.90210 -0.2 -0.4 -0.8 -0.072
C -0.85536 -2.66796 1.38554 0.0 0.1 0.9 -1.645
C -2.35858 -2.60325 1.64483 0.1 -0.5 -0.1 -0.620
S -2.81947 -2.83017 3.37289 -1.0 1.0 -0.1 1.251
O -2.97995 -1.52550 3.93624 0.5 0.3 0.2 -0.591
O -3.93306 -3.71270 3.46743 0.1 -0.6 -0.1 -0.659
O -1.60706 -3.55791 4.09488 0.1 -0.3 -0.3 -0.511
C -0.55595 -0.29093 -0.29630 0.6 0.1 0.6 -0.514
N -0.25547 0.70869 -1.19847 -1.8 -0.7 -0.4 1.108
C -0.94327 0.77203 -2.46002 1.3 0.3 -0.1 -0.991
O -1.59845 1.99235 -2.66481 -0.6 -0.3 -0.4 -0.388
C -2.97517 2.00768 -2.29522 0.6 0.5 0.9 -0.146
C -3.20993 3.12913 -1.26312 -0.4 -0.5 -0.5 -1.082
N 0.68275 1.67124 -0.99721 0.9 0.3 -0.1 -1.062
H 4.01425 3.98374 0.72998 0.4 0.0 -0.2 0.500
H 1.69724 0.61396 2.02857 0.1 0.1 0.2 0.389
H 0.87281 -1.73344 2.24459 0.1 0.1 0.2 0.389
H -0.68451 -1.00607 2.73338 0.2 0.1 0.3 0.367
H -0.48644 -3.52445 1.94763 0.1 -0.3 -0.2 0.633
H -0.63508 -2.87839 0.34529 -0.1 0.1 -0.2 0.566
H -2.90437 -3.37614 1.11040 0.0 -0.2 0.0 0.453
H -2.79895 -1.64491 1.38789 0.0 0.2 0.0 0.396
H -0.79185 -3.05242 3.95266 0.0 0.1 0.2 0.387
H -1.32128 -1.00752 -0.52873 -0.2 0.0 -0.5 0.107
H -0.18138 0.69459 -3.24182 0.0 0.2 -0.1 0.329
H -1.59432 -0.09402 -2.55005 -0.3 0.0 0.1 0.398
H -3.58062 2.15356 -3.18657 -0.1 -0.1 -0.1 0.382
H -3.23760 1.06374 -1.81920 -0.1 -0.2 -0.2 0.163
H -3.70228 2.71530 -0.38725 -0.1 0.1 0.2 0.292
H -2.25760 3.54566 -0.96581 0.2 0.1 0.0 0.322
H -3.84285 3.89751 -1.69799 0.0 0.3 0.2 0.303
O 4.33770 0.02198 0.02741 -0.2 0.0 -0.3 -0.606
C 3.95506 0.21687 -1.17765 -2.4 0.4 1.8 0.187
C 5.25958 -0.12536 -2.27898 1.8 -0.3 -1.7 -0.323
O 4.86205 0.06962 -3.47573 0.0 -0.1 0.4 -0.628
H 3.61164 1.23707 -1.44398 0.8 0.2 -0.3 0.139
H 3.13958 -0.43958 -1.55960 0.5 -0.5 -0.2 0.050
H 5.54200 -1.15822 -1.98247 -0.6 -0.1 0.1 0.221
H 6.07410 0.51977 -1.88522 -0.4 0.4 0.1 0.233



40
Properties=species:S:1:pos:R:3:forces:R:3:mulliken_charge:R:1 method="wB97M-V/def2-TZVPD" homo_ha=-0.2963 de_lowest_kcal_mol=406.12 charge=0 lumo_ev=0.7 orbital_gap_ev=8.721
N -2.97746 -0.88303 -2.11905 3.7 1.2 -9.5 -0.507
C -3.46556 -0.78853 -0.98522 -5.5 -1.4 7.7 0.228
C -4.48776 -1.56730 -0.64192 -3.6 -3.3 2.2 -0.493
C -5.16565 -1.63327 0.60739 -2.1 -5.9 -8.1 -0.618
C -4.76607 -0.83529 1.40598 -0.1 9.8 16.0 -0.752
C -3.82534 0.11963 1.27261 0.8 0.9 1.2 0.227
C -3.24843 0.03033 0.13664 7.4 4.3 -9.2 0.305
C -2.09346 1.11921 -0.51852 -0.7 -1.1 7.4 0.391
O -1.91540 1.49692 -1.63927 0.2 0.3 -0.4 -0.672
N -1.27467 1.49128 0.62799 -1.1 1.6 -5.0 -0.027
H -1.48721 1.31465 1.56285 -0.8 -0.7 1.1 0.208
C -0.27510 2.49331 0.34586 3.0 -4.6 8.5 -1.205
C 1.17460 1.47293 0.52989 -0.7 16.4 7.9 0.072
C 1.34325 0.62685 -0.36498 -0.9 -13.0 -7.7 -0.957
N 2.55293 -0.21847 -0.48897 -2.7 -1.5 5.1 -0.021
C 3.68203 0.53475 -0.54484 2.5 -2.6 -10.8 -0.627
C 4.94839 -0.57190 -0.82416 0.8 7.5 -4.8 -0.586
O 5.09069 -1.25043 0.35318 11.2 5.3 -3.4 -0.178
C 4.06804 -1.80925 0.54028 -13.3 -8.1 10.4 -0.674
C 2.75029 -0.92970 0.96264 -2.1 -7.2 -10.9 -1.089
H 2.96425 -0.34379 1.62603 2.4 7.0 7.3 0.741
H 1.76530 -1.46727 1.21493 1.8 0.2 -0.6 0.345
H 3.70312 -2.49580 -0.15473 -0.4 -1.4 -1.5 0.496
H 4.13807 -2.43317 1.67992 0.2 0.9 -3.0 0.254
H 4.68374 -0.88817 -1.97746 0.5 -1.1 3.3 0.309
H 5.92927 0.14899 -1.06902 -2.3 -2.1 1.1 0.308
H 4.03368 1.08071 0.13856 2.0 4.6 6.0 0.538
H 3.61877 1.29643 -1.61870 0.3 -2.1 2.9 0.259
H 0.43208 -0.22310 -0.17618 2.0 1.8 -1.0 0.029
H 1.27026 0.93617 -1.32977 -0.9 1.4 -3.0 0.394
H 1.97779 2.48576 0.49980 -1.5 -2.8 0.1 0.117
H 1.15286 1.20386 1.52241 0.0 -0.8 2.3 0.316
H -0.20320 3.27546 1.17109 -0.2 -0.7 -1.7 0.354
H -0.26095 2.65369 -0.59459 -0.2 2.3 -6.3 0.677
H -3.50181 0.89529 1.93811 -0.5 0.0 0.6 0.430
H -5.21468 -0.39373 2.56788 0.1 -2.7 -3.0 0.005
H -5.99121 -2.27690 0.71826 -0.7 -0.7 0.1 0.482
H -4.99313 -2.36042 -1.07504 0.1 -1.3 -3.1 0.322
H -3.53403 -1.35269 -2.90077 1.1 0.9 2.0 0.306
H -2.59832 0.04601 -2.39910 0.1 -1.3 -0.5 0.293